The following is a quantum chemistry calculation of a cluster of 4 separate species, C2H6N2O in total in a non-equilibrium geometry, from the Open Molecules 2025 dataset.

```
11
Properties=species:S:1:pos:R:3:forces:R:3:lowdin_charge:R:1
C -0.75813 1.21411 -0.84727 -0.53 -0.04 -0.96 -0.209
C 0.43855 -0.73830 -0.08171 0.80 -1.60 1.49 -0.720
H -1.12519 2.70571 -0.14039 0.98 -4.07 -2.33 0.176
H 0.21848 1.16712 -2.06273 -3.49 0.47 3.51 0.195
H -2.08730 0.30823 -1.07182 3.50 2.87 0.19 0.168
H -0.43395 0.68930 1.22863 1.83 -0.70 -3.91 0.201
H 0.96271 -0.95156 1.93638 -0.18 0.97 1.63 0.055
H 1.35737 -2.26441 0.94938 -0.49 1.12 -0.07 0.122
N 0.01324 0.52305 0.16650 -3.07 2.89 2.93 -0.165
N 1.03614 -1.28705 1.03220 0.82 -2.36 -1.53 0.137
O 0.37808 -1.36620 -1.10917 -0.17 0.46 -0.95 0.040
```
Forces are in eV/Å.

Its molar mass is 74.1 g/mol. Its LUMO energy is -0.212 eV. As for the gap between HOMO and LUMO: 9.13 eV. The value obtained for the electronic energy is -7192.832 eV. For the relative energy (zero: lowest compared OMol25 entry of this formula, charge and spin), the calculation gives 160.4 kcal/mol. As for the total charge: 0. The calculation puts the HOMO energy at -9.34 eV.